DFT (ωB97M-V with the def2-TZVPD basis set) results for 10 unconnected molecules or ions with the total composition C38H94N2O18 at a distorted geometry.

Last columns: bonded neighbours and bond lengths (Å).
CARTESIAN COORDINATES (ANGSTROEM)
1 C 6.5224 -8.8766 15.3074  O2 1.408, H7 1.098, H8 1.087, H9 1.094
2 O 6.7903 -7.5346 14.9757  C1 1.408, C3 1.405
3 C 6.3857 -6.6345 15.9759  O2 1.405, C4 1.532, H10 1.099, H11 1.094
4 C 6.8513 -5.2195 15.6191  C3 1.532, O5 1.410, H12 1.097, H13 1.092
5 O 6.1774 -4.7238 14.4844  C4 1.410, C6 1.413
6 C 6.7930 -5.0401 13.2530  O5 1.413, H14 1.089, H15 1.093, H16 1.095
7 H 5.4536 -9.1130 15.3869  C1 1.098
8 H 7.0871 -9.2309 16.1663  C1 1.087
9 H 6.7095 -9.4692 14.4073  C1 1.094
10 H 6.8431 -6.9154 16.9350  C3 1.099
11 H 5.3082 -6.5545 16.1504  C3 1.094
12 H 7.9448 -5.1578 15.5622  C4 1.097
13 H 6.5989 -4.5426 16.4379  C4 1.092
14 H 6.1830 -4.6655 12.4323  C6 1.089
15 H 6.8603 -6.1192 13.0943  C6 1.093
16 H 7.7987 -4.6094 13.2036  C6 1.095
17 C 6.7659 -0.6464 10.9791  O18 1.408, H23 1.093, H24 1.094, H25 1.093
18 O 5.5257 -0.2707 11.5297  C17 1.408, C19 1.410
19 C 4.9961 0.8897 10.9298  O18 1.410, C20 1.518, H26 1.100, H27 1.098
20 C 3.4897 0.9071 11.1180  C19 1.518, O21 1.410, H28 1.096, H29 1.095
21 O 2.9143 -0.1439 10.3750  C20 1.410, C22 1.406
22 C 1.5111 -0.0752 10.4238  O21 1.406, H30 1.096, H31 1.097, H32 1.091
23 H 7.1240 -1.4663 11.6074  C17 1.093
24 H 7.5497 0.1134 11.0546  C17 1.094
25 H 6.7014 -1.0462 9.9642  C17 1.093
26 H 5.2001 0.9020 9.8493  C19 1.100
27 H 5.5391 1.7676 11.3037  C19 1.098
28 H 3.0872 1.8408 10.7077  C20 1.096
29 H 3.2807 0.9388 12.1921  C20 1.095
30 H 1.1116 0.8462 9.9838  C22 1.096
31 H 1.1670 -0.1855 11.4599  C22 1.097
32 H 1.1269 -0.9282 9.8630  C22 1.091
33 C 17.1540 -3.9757 10.8088  O34 1.405, H39 1.097, H40 1.093, H41 1.091
34 O 17.0903 -3.8983 9.4070  C33 1.405, C35 1.410
35 C 17.4964 -2.6579 8.8732  O34 1.410, C36 1.518, H42 1.097, H43 1.096
36 C 17.4060 -2.7266 7.3599  C35 1.518, O37 1.411, H44 1.095, H45 1.097
37 O 18.4885 -3.4454 6.8098  C36 1.411, C38 1.401
38 C 18.5094 -3.4649 5.4093  O37 1.401, H46 1.086, H47 1.096, H48 1.097
39 H 16.3160 -3.4551 11.2878  C33 1.097
40 H 18.0754 -3.5846 11.2487  C33 1.093
41 H 17.0801 -5.0388 11.0405  C33 1.091
42 H 18.5237 -2.3632 9.1193  C35 1.097
43 H 16.8191 -1.8800 9.2448  C35 1.096
44 H 17.3899 -1.7338 6.8975  C36 1.095
45 H 16.4707 -3.2418 7.1087  C36 1.097
46 H 19.2584 -4.1917 5.1074  C38 1.086
47 H 18.7491 -2.4763 5.0020  C38 1.096
48 H 17.5515 -3.7213 4.9401  C38 1.097
49 C 13.6107 -5.1502 4.9450  O50 1.402, H55 1.101, H56 1.093, H57 1.089
50 O 12.9121 -5.4187 6.1299  C49 1.402, C51 1.409
51 C 11.5095 -5.3133 6.0405  O50 1.409, C52 1.512, H58 1.096, H59 1.100
52 C 10.8604 -5.9492 7.2494  C51 1.512, O53 1.415, H60 1.092, H61 1.098
53 O 10.9727 -7.3602 7.2435  C52 1.415, C54 1.425
54 C 12.1993 -7.8752 7.7544  O53 1.425, H62 1.090, H63 1.095, H64 1.087
55 H 13.1688 -4.2438 4.5032  C49 1.101
56 H 13.5560 -5.9669 4.2205  C49 1.093
57 H 14.6526 -4.8884 5.1222  C49 1.089
58 H 11.1581 -5.8264 5.1384  C51 1.096
59 H 11.2500 -4.2441 6.0375  C51 1.100
60 H 9.7934 -5.7234 7.3023  C52 1.092
61 H 11.2615 -5.5194 8.1770  C52 1.098
62 H 12.0957 -8.9489 7.5976  C54 1.090
63 H 12.3385 -7.7329 8.8314  C54 1.095
64 H 13.0406 -7.4708 7.1966  C54 1.087
65 C 10.5539 0.5424 11.1636  O66 1.406, H71 1.096, H72 1.089, H73 1.096
66 O 9.5682 1.5432 11.2248  C65 1.406, C67 1.419
67 C 9.3939 2.0705 12.5309  O66 1.419, C68 1.496, H74 1.096, H75 1.097
68 C 8.4506 3.2314 12.4882  C67 1.496, O69 1.403, H76 1.100, H77 1.097
69 O 8.9123 4.3113 11.7204  C68 1.403, C70 1.396
70 C 8.0020 5.3671 11.6474  O69 1.396, H78 1.097, H79 1.088, H80 1.099
71 H 11.5670 0.9181 11.3475  C65 1.096
72 H 10.5349 0.1472 10.1488  C65 1.089
73 H 10.3200 -0.2858 11.8429  C65 1.096
74 H 10.3837 2.3356 12.9193  C67 1.096
75 H 8.9410 1.2929 13.1588  C67 1.097
76 H 8.3350 3.6166 13.5117  C68 1.100
77 H 7.4612 2.8597 12.1943  C68 1.097
78 H 7.1434 5.0844 11.0250  C70 1.097
79 H 8.4309 6.2738 11.2265  C70 1.088
80 H 7.6175 5.6364 12.6411  C70 1.099
81 C 16.1557 0.4286 3.7629  O82 1.414, H87 1.084, H88 1.094, H89 1.096
82 O 16.1465 -0.8230 4.4212  C81 1.414, C83 1.404
83 C 14.9815 -1.5923 4.2758  O82 1.404, C84 1.513, H90 1.094, H91 1.100
84 C 13.8628 -1.1488 5.1931  C83 1.513, O85 1.412, H92 1.102, H93 1.093
85 O 14.2150 -1.3048 6.5520  C84 1.412, C86 1.411
86 C 13.1267 -1.0860 7.4232  O85 1.411, H94 1.091, H95 1.090, H96 1.094
87 H 17.1790 0.7736 3.6662  C81 1.084
88 H 15.5489 1.1823 4.2730  C81 1.094
89 H 15.6906 0.2875 2.7801  C81 1.096
90 H 15.3049 -2.6132 4.4972  C83 1.094
91 H 14.6058 -1.6295 3.2421  C83 1.100
92 H 13.0525 -1.8649 4.9796  C84 1.102
93 H 13.4517 -0.1567 4.9917  C84 1.093
94 H 13.3339 -1.6826 8.3133  C86 1.091
95 H 12.1631 -1.4259 7.0434  C86 1.090
96 H 13.0739 -0.0744 7.8372  C86 1.094
97 C 16.2239 -6.4042 7.6751  O98 1.404, H103 1.097, H104 1.092, H105 1.090
98 O 16.8128 -7.4932 7.0136  C97 1.404, C99 1.417
99 C 18.0238 -7.1457 6.3642  O98 1.417, C100 1.524, H106 1.093, H107 1.090
100 C 19.1307 -6.7015 7.3127  C99 1.524, O101 1.408, H108 1.095, H109 1.096
101 O 19.4840 -7.7457 8.1886  C100 1.408, C102 1.415
102 C 20.3345 -7.3069 9.2305  O101 1.415, H110 1.093, H111 1.089, H112 1.096
103 H 16.2247 -5.4585 7.1199  C97 1.097
104 H 16.7434 -6.1834 8.6095  C97 1.092
105 H 15.1757 -6.6253 7.8760  C97 1.090
106 H 17.7832 -6.3363 5.6698  C99 1.093
107 H 18.3677 -8.0370 5.8401  C99 1.090
108 H 18.7355 -5.8481 7.8739  C100 1.095
109 H 19.9952 -6.3953 6.7133  C100 1.096
110 H 21.0600 -6.6082 8.8069  C102 1.093
111 H 20.8149 -8.1914 9.6467  C102 1.089
112 H 19.7670 -6.8573 10.0527  C102 1.096
113 C 13.6084 -2.2503 12.9677  O114 1.419, H119 1.095, H120 1.087, H121 1.093
114 O 12.6134 -3.0745 13.5553  C113 1.419, C115 1.422
115 C 13.1766 -4.1153 14.3438  O114 1.422, C116 1.514, H122 1.094, H123 1.092
116 C 13.9806 -5.1492 13.5846  C115 1.514, O117 1.419, H124 1.099, H125 1.092
117 O 13.1128 -5.9570 12.8051  C116 1.419, C118 1.421
118 C 13.7885 -7.0666 12.2298  O117 1.421, H126 1.090, H127 1.095, H128 1.093
119 H 13.9342 -1.5083 13.7046  C113 1.095
120 H 13.2038 -1.7730 12.0791  C113 1.087
121 H 14.5218 -2.7820 12.6907  C113 1.093
122 H 12.3258 -4.6864 14.7268  C115 1.094
123 H 13.6655 -3.7123 15.2333  C115 1.092
124 H 14.4134 -5.7658 14.3854  C116 1.099
125 H 14.8154 -4.8130 12.9669  C116 1.092
126 H 13.0601 -7.7400 11.7772  C118 1.090
127 H 14.2438 -7.6789 13.0153  C118 1.095
128 H 14.5390 -6.7942 11.4835  C118 1.093
129 C 10.2521 -3.6383 11.5672  C130 1.521, H134 1.095, H135 1.087, H136 1.086
130 C 11.3582 -3.4147 10.5468  C129 1.521, O131 1.229, N132 1.345
131 O 11.3341 -2.4660 9.7661  C130 1.229
132 N 12.3594 -4.3125 10.5851  C130 1.345, C133 1.461, H137 1.017
133 C 13.4284 -4.4172 9.5943  N132 1.461, H138 1.088, H139 1.087, H140 1.094
134 H 9.4957 -4.2304 11.0418  C129 1.095
135 H 9.7977 -2.6720 11.7726  C129 1.087
136 H 10.5506 -4.1650 12.4684  C129 1.086
137 H 12.3942 -4.9520 11.3755  N132 1.017
138 H 14.3900 -4.0394 9.9348  C133 1.088
139 H 13.1051 -4.0477 8.6247  C133 1.087
140 H 13.5254 -5.4899 9.4004  C133 1.094
141 C 10.7942 -9.8367 15.7362  C142 1.522, H146 1.088, H147 1.087, H148 1.093
142 C 11.6011 -9.1326 14.6542  C141 1.522, O143 1.234, N144 1.338
143 O 12.5363 -9.7279 14.1129  C142 1.234
144 N 11.3054 -7.8729 14.3144  C142 1.338, C145 1.461, H149 1.012
145 C 10.1452 -7.0840 14.7206  N144 1.461, H150 1.092, H151 1.088, H152 1.086
146 H 10.8753 -9.3955 16.7278  C141 1.088
147 H 11.1760 -10.8509 15.8278  C141 1.087
148 H 9.7731 -9.9277 15.3569  C141 1.093
149 H 11.9813 -7.4646 13.6822  N144 1.012
150 H 9.4330 -7.2112 13.9028  C145 1.092
151 H 10.4385 -6.0398 14.8110  C145 1.088
152 H 9.7075 -7.4389 15.6485  C145 1.086

- Energy above the lowest of the compared OMol25 structures with the same formula, charge and spin: 0.0 kcal per mole
- Orbital gap: 9.82 eV
- E_LUMO: 0.50 eV
- Highest occupied orbital energy: -9.32 eV
- Calculated total energy: -2967.73904 a.u.